3 unconnected molecules or ions with the total composition C14H27ClNO6S2, computed with ωB97M-V/def2-TZVPD.

Cartesian coordinates (Å):
1 O 0.60 -0.12 1.58
2 C 1.63 -0.47 2.07
3 Cl 2.05 -2.16 2.25
4 C 2.70 0.47 2.58
5 C 2.33 1.90 2.21
6 C 1.26 2.53 3.12
7 O 1.72 2.58 4.45
8 C 2.82 3.45 4.57
9 C 4.00 2.97 3.73
10 N 3.53 2.81 2.30
11 H 2.81 0.32 3.66
12 H 3.65 0.16 2.12
13 H 1.96 1.91 1.18
14 H 0.34 1.95 3.07
15 H 1.04 3.55 2.76
16 H 3.14 3.47 5.62
17 H 2.53 4.48 4.30
18 H 4.85 3.65 3.74
19 H 4.33 1.99 4.09
20 H 4.30 2.48 1.71
21 H 3.24 3.74 1.97
22 C -2.59 -1.26 0.81
23 C -2.78 -0.35 -0.40
24 C -4.28 -0.08 -0.56
25 S -4.98 -0.21 1.10
26 O -5.87 -1.34 1.14
27 O -5.41 1.08 1.56
28 C -3.45 -0.66 1.92
29 H -1.55 -1.32 1.11
30 H -2.94 -2.27 0.59
31 H -2.25 0.60 -0.21
32 H -2.34 -0.77 -1.30
33 H -4.50 0.91 -0.94
34 H -4.77 -0.84 -1.17
35 H -3.68 -1.35 2.74
36 H -3.02 0.26 2.31
37 C -0.54 -3.46 -4.90
38 C 0.01 -2.61 -6.05
39 C 0.01 -1.15 -5.58
40 S 0.20 -1.21 -3.79
41 O -1.00 -0.69 -3.18
42 O 1.48 -0.68 -3.41
43 C 0.19 -2.99 -3.65
44 H -0.39 -4.53 -5.07
45 H -1.62 -3.29 -4.79
46 H 1.03 -2.92 -6.28
47 H -0.59 -2.72 -6.96
48 H 0.82 -0.56 -5.99
49 H -0.94 -0.65 -5.78
50 H -0.30 -3.26 -2.71
51 H 1.23 -3.32 -3.64

* spin multiplicity: 1
* net charge: +1
* HOMO level: -11.7 eV
* Kohn-Sham gap: 0.301 Ha
* lowest unoccupied orbital energy: -3.474 eV

=====

A molecular structure, C38H34N2OP2PtS2, computed with ωB97M-V/def2-TZVPD.

Cartesian coordinates (Å):
1 Pt 0.00 0.41 0.03
2 O -0.20 0.26 3.27
3 S 0.02 -0.62 2.13
4 C -1.27 -1.85 2.05
5 C -1.41 -2.83 3.02
6 C -2.52 -3.66 2.99
7 C -3.48 -3.50 2.00
8 C -3.34 -2.51 1.04
9 C -2.22 -1.68 1.06
10 P -2.09 -0.32 -0.14
11 C -2.31 -1.04 -1.77
12 C -2.12 -2.41 -1.98
13 C -2.25 -2.94 -3.25
14 C -2.57 -2.12 -4.32
15 C -2.75 -0.75 -4.12
16 C -2.63 -0.21 -2.86
17 C -3.44 0.79 0.26
18 C -4.63 0.80 -0.47
19 C -5.68 1.60 -0.07
20 C -5.56 2.39 1.07
21 C -4.39 2.36 1.81
22 C -3.33 1.57 1.42
23 C 1.52 -1.54 2.40
24 C 1.76 -2.02 3.68
25 C 2.92 -2.75 3.92
26 C 3.82 -2.96 2.88
27 C 3.60 -2.41 1.63
28 C 2.45 -1.68 1.37
29 P 2.17 -0.78 -0.19
30 C 3.54 -1.21 -1.28
31 C 3.30 -2.20 -2.23
32 C 4.32 -2.63 -3.07
33 C 5.58 -2.05 -2.95
34 C 5.82 -1.06 -2.01
35 C 4.80 -0.64 -1.17
36 C 2.52 0.96 0.34
37 C 2.74 1.38 1.66
38 C 3.10 2.70 1.93
39 C 3.24 3.61 0.89
40 C 3.02 3.21 -0.42
41 C 2.65 1.91 -0.70
42 H -0.67 -2.96 3.80
43 H -2.63 -4.43 3.73
44 H -4.35 -4.14 1.99
45 H -4.11 -2.38 0.29
46 H -1.85 -3.05 -1.16
47 H -2.10 -4.00 -3.41
48 H -2.68 -2.54 -5.31
49 H -3.00 -0.11 -4.96
50 H -2.78 0.85 -2.71
51 H -4.74 0.18 -1.35
52 H -6.60 1.61 -0.64
53 H -6.39 3.01 1.38
54 H -4.31 2.96 2.71
55 H -2.43 1.53 2.02
56 H 1.07 -1.80 4.49
57 H 3.12 -3.14 4.90
58 H 4.72 -3.54 3.06
59 H 4.34 -2.54 0.85
60 H 2.31 -2.63 -2.33
61 H 4.13 -3.39 -3.80
62 H 6.38 -2.38 -3.61
63 H 6.80 -0.62 -1.93
64 H 5.00 0.13 -0.44
65 H 2.67 0.68 2.48
66 H 3.28 3.00 2.95
67 H 3.55 4.62 1.10
68 H 3.14 3.92 -1.23
69 H 2.49 1.60 -1.72
70 C -1.24 4.84 -2.48
71 N -0.92 4.69 -1.07
72 C -0.61 3.54 -0.48
73 N -0.35 3.54 0.83
74 S -0.57 2.13 -1.46
75 H -1.33 5.91 -2.69
76 H -2.19 4.36 -2.71
77 H -0.45 4.42 -3.10
78 H -0.94 5.52 -0.49
79 H -0.33 4.39 1.37
80 H -0.07 2.68 1.28

* spin multiplicity: 1
* net charge: +2
* HOMO level: -12.9 eV
* Kohn-Sham gap: 0.244 Ha
* lowest unoccupied orbital energy: -6.245 eV

=====

A single C5H9N molecule in a non-equilibrium geometry, computed with ωB97M-V/def2-TZVPD.

Cartesian coordinates (Å):
1 C -0.63 0.85 0.78
2 C 0.20 -0.20 -1.15
3 C -0.98 0.77 -1.43
4 C 0.60 0.14 0.42
5 C 0.77 -1.14 1.26
6 N -1.43 1.26 -0.08
7 H -0.87 1.12 1.83
8 H -0.23 -1.14 -1.28
9 H 1.16 -0.06 -1.73
10 H -0.75 1.72 -1.93
11 H -1.84 0.25 -1.63
12 H 1.51 0.72 0.51
13 H 0.01 -1.82 0.89
14 H 0.65 -1.04 2.38
15 H 1.82 -1.42 1.17

* spin multiplicity: 3
* HOMO level (spin up / spin down): -4.7 / -10.1 eV
* Kohn-Sham gap (spin up / spin down): 0.218 / 0.284 Ha
* lowest unoccupied orbital energy (spin up / spin down): 1.201 / -2.341 eV

=====

2 unconnected molecules or ions with the total composition CN3O3 in a non-equilibrium geometry, computed with ωB97M-V/def2-TZVPD.

Cartesian coordinates (Å):
1 C 1.32 0.51 -0.04
2 N 2.38 0.15 0.28
3 N -0.95 -1.06 0.00
4 N -1.30 0.08 0.06
5 O 0.31 1.15 -0.38
6 O -2.39 0.66 0.17
7 O 0.19 -1.53 -0.13

* spin multiplicity: 3
* net charge: -1
* HOMO level (spin up / spin down): -3.6 / -3.9 eV
* Kohn-Sham gap (spin up / spin down): 0.292 / 0.210 Ha
* lowest unoccupied orbital energy (spin up / spin down): 4.331 / 1.787 eV

=====

2 unconnected molecules or ions with the total composition C3H13N3 in a non-equilibrium geometry, computed with ωB97M-V/def2-TZVPD.

Cartesian coordinates (Å):
1 C 1.35 0.19 -1.87
2 N 0.73 1.48 -1.48
3 C 1.80 2.44 -0.97
4 H 1.51 -0.37 -0.87
5 H 2.32 0.31 -2.27
6 H 0.89 -0.31 -2.74
7 H 0.34 1.92 -2.38
8 H 2.59 2.68 -1.82
9 H 1.23 3.46 -0.63
10 H 2.35 2.00 -0.16
11 N -2.06 -1.36 0.42
12 C -0.96 -1.06 1.37
13 N -1.11 -1.60 2.76
14 H -1.89 -2.41 0.04
15 H -2.01 -0.66 -0.34
16 H -0.79 0.08 1.35
17 H 0.10 -1.35 0.94
18 H -0.73 -2.55 2.74
19 H -2.05 -1.89 2.94

* spin multiplicity: 1
* structure (SMILES): CNC.NCN
* HOMO level: -9.1 eV
* Kohn-Sham gap: 0.369 Ha
* lowest unoccupied orbital energy: 0.922 eV